(1)
The following is a quantum chemistry calculation of C40H50BClCoN10OS3Se as an isolated structure, from the Open Molecules 2025 dataset.

Structure (XYZ):
```
108
Properties=species:S:1:pos:R:3:forces:R:3
Co -0.0692 -0.6304 -0.4237 0.3 0.0 0.3
C 1.9414 -4.4748 1.7568 0.0 0.0 0.0
C 3.3259 -3.8294 1.8269 0.0 0.0 0.0
C 4.1164 -4.0279 0.5339 0.0 0.0 0.0
C 4.1043 -4.4829 2.9685 0.0 0.1 0.0
N 3.1809 -2.3676 2.1190 0.0 0.0 0.0
C 3.6404 -1.7504 3.2687 0.0 0.0 0.0
C 3.2409 -0.4687 3.2183 0.0 0.0 0.0
N 2.5314 -0.2742 2.0496 0.1 0.1 -0.1
B 1.8705 1.1457 1.8964 -0.1 0.1 0.0
N 0.7018 1.2483 2.8869 0.1 -0.1 0.1
C 0.6328 2.2074 3.8686 0.0 0.0 0.0
C -0.5362 2.0578 4.5146 0.0 0.0 0.0
N -1.2067 1.0025 3.9111 0.1 0.0 0.0
C -0.4194 0.5146 2.9189 -0.1 0.1 0.0
S -0.7235 -0.8535 1.9318 0.0 0.0 -0.1
C -2.5414 0.4958 4.3327 0.0 0.0 0.0
C -3.1049 1.4203 5.4103 0.0 0.0 0.0
C -2.3869 -0.9084 4.9146 0.0 0.0 0.0
C -3.5014 0.5055 3.1379 0.0 0.0 0.0
N 1.4845 1.5532 0.4375 0.1 -0.2 0.0
C 2.5355 1.4859 -0.4800 0.0 0.1 0.0
C 2.4461 2.5312 -1.3035 0.0 0.0 0.0
N 1.3377 3.2913 -0.9248 0.0 -0.1 -0.1
C 0.7497 2.6962 0.1617 0.0 0.1 0.1
S -0.5938 3.2124 1.0323 -0.1 0.0 -0.2
C 1.1176 4.6109 -1.6002 0.0 0.0 0.0
C 2.3320 5.4864 -1.2765 0.0 0.0 0.0
C 1.0227 4.3686 -3.1076 0.0 0.0 0.0
C -0.1392 5.3566 -1.1657 0.0 0.0 0.0
C 2.5047 -1.4443 1.3832 0.0 0.0 0.1
S 1.8312 -1.7750 -0.1630 0.1 0.0 -0.1
H 2.0602 -5.5487 1.6072 0.0 0.0 0.0
H 1.3447 -4.0797 0.9392 0.0 0.0 0.0
H 1.4017 -4.3106 2.6915 0.0 0.0 0.0
H 4.3022 -5.0935 0.3949 0.0 0.0 0.0
H 5.0786 -3.5160 0.5959 0.0 0.0 0.0
H 3.5770 -3.6609 -0.3352 0.0 0.0 0.0
H 4.1913 -5.5447 2.7450 0.0 0.0 0.0
H 3.5873 -4.3855 3.9236 0.0 0.0 0.0
H 5.1134 -4.0780 3.0598 0.0 0.0 0.0
H 4.2159 -2.2549 4.0182 0.0 0.0 0.0
H 3.3975 0.3309 3.9188 0.0 0.0 0.0
H 2.7054 1.9316 2.2820 0.0 0.0 0.0
H 1.4106 2.9365 3.9975 0.0 0.0 0.0
H -0.9492 2.6288 5.3209 0.0 0.0 0.0
H -2.4797 1.4359 6.3032 0.0 0.0 0.0
H -4.0832 1.0397 5.7005 0.0 0.0 0.0
H -3.2342 2.4385 5.0409 0.0 0.0 0.0
H -1.7649 -0.8825 5.8109 0.0 0.0 0.0
H -1.9352 -1.5834 4.1904 0.0 0.0 0.0
H -3.3694 -1.2973 5.1861 0.0 0.0 0.0
H -3.3584 1.4091 2.5427 0.0 0.0 0.0
H -4.5281 0.4833 3.5051 0.0 0.0 0.0
H -3.3398 -0.3598 2.5015 0.0 0.0 0.0
H 3.2603 0.6940 -0.4480 0.0 -0.1 0.0
H 3.0677 2.7970 -2.1362 0.0 0.0 0.0
H 3.2579 5.0608 -1.6644 0.0 0.0 0.0
H 2.4304 5.6045 -0.1969 0.0 0.0 0.0
H 2.1984 6.4722 -1.7222 0.0 0.0 0.0
H 1.9073 3.8841 -3.5150 0.0 0.0 0.0
H 0.9048 5.3275 -3.6129 0.0 0.0 0.0
H 0.1576 3.7502 -3.3493 0.0 0.0 0.0
H -0.1087 5.6358 -0.1177 0.0 0.0 0.0
H -1.0420 4.7757 -1.3301 0.0 0.0 0.0
H -0.1907 6.2624 -1.7735 0.0 0.0 0.0
Cl -2.1081 -0.4894 -5.6877 0.0 0.0 0.0
C -0.4797 -0.1610 -5.1561 0.0 0.0 0.0
C 0.3154 0.6310 -5.9664 0.0 0.0 0.0
C 1.6223 0.8980 -5.5873 0.0 0.1 0.0
C 2.1023 0.3921 -4.3906 0.0 0.0 0.1
C 1.2874 -0.3931 -3.5867 0.0 -0.1 0.0
C -0.0138 -0.7101 -3.9621 0.0 -0.1 0.0
C -0.8954 -1.6360 -3.1594 -0.2 0.0 0.1
H -0.0879 1.0195 -6.8915 0.0 0.0 0.0
H 2.2532 1.5041 -6.2243 0.0 0.0 0.0
H 3.1198 0.5929 -4.0811 0.0 0.0 0.0
H 1.6727 -0.7938 -2.6580 0.0 -0.1 0.0
H -1.0278 -2.5481 -3.7496 0.0 0.0 0.0
H -1.8976 -1.1811 -3.1226 0.0 0.0 0.0
N -6.0888 2.4238 -2.2600 0.0 0.0 0.0
C -4.8187 2.7073 -2.6419 0.0 0.0 0.0
O -4.5575 3.5824 -3.4403 0.0 0.0 0.0
C -3.7221 1.8824 -2.0155 0.0 0.0 0.0
C -3.9017 0.9874 -0.9702 0.0 0.0 0.0
C -2.8144 0.2884 -0.4822 0.0 -0.1 0.0
N -1.5851 0.4359 -0.9753 -0.3 0.4 -0.2
C -1.4087 1.3101 -1.9728 0.0 0.0 0.1
C -2.4421 2.0401 -2.5210 0.0 0.0 0.0
H -6.8310 2.9327 -2.7084 0.0 0.0 0.0
H -6.3223 1.6326 -1.6914 0.0 0.0 0.0
H -4.8615 0.8185 -0.5016 0.0 0.0 0.0
H -2.9185 -0.4106 0.3349 0.0 0.0 0.0
H -0.3987 1.4125 -2.3454 0.1 0.0 0.0
H -2.2721 2.7273 -3.3369 0.0 0.0 0.0
Se 1.7925 -3.8835 -3.8256 -0.1 0.2 0.0
N -0.4489 -1.9625 -1.8212 0.4 -0.2 0.0
C -0.7339 -3.2382 -1.3788 -0.1 -0.1 0.0
C -1.3812 -3.3979 -0.1367 0.0 0.0 -0.1
C -1.7787 -4.6163 0.3654 0.0 0.0 0.0
C -1.5611 -5.7849 -0.3680 0.0 0.0 0.0
C -0.8993 -5.6963 -1.5647 0.0 0.0 0.0
C -0.4157 -4.4656 -2.0701 -0.1 0.1 0.2
N 0.3738 -4.5704 -3.1594 0.0 0.2 -0.1
H -1.6191 -2.5033 0.4227 0.0 -0.1 -0.1
H -2.2906 -4.6567 1.3189 0.0 0.0 0.0
H -1.8975 -6.7437 0.0030 0.0 0.0 0.0
H -0.6725 -6.5822 -2.1437 0.0 0.0 0.0
```
Forces are in eV/Å.

Total energy: -7640.989433 hartree
Relative energy (zero: lowest compared OMol25 entry of this formula, charge and spin): 129.3 kJ/mol
Kohn-Sham gap (spin up / spin down): 6.1 / 6.4 eV
E_LUMO (spin up / spin down): -0.23 / -0.49 eV
HOMO level (spin up / spin down): -0.234 / -0.252 Ha
M: 967.268 g/mol
2S+1: 4

Löwdin atomic charge list, values in e, 5 entries: atom 1 (Co): 0.1959, atom 2 (C): -0.0329, atom 3 (C): -0.5420, atom 4 (C): -0.0423, atom 5 (C): -0.0583


(2)
The following is a quantum chemistry calculation of C40H51BrN2O4RhSSi as an isolated structure at a distorted geometry, from the Open Molecules 2025 dataset.

Structure (XYZ):
```
101
Properties=species:S:1:pos:R:3:forces:R:3
Rh -1.2622 1.1025 -0.4419 -1.7 -0.4 -0.4
O -3.1370 6.3347 0.3805 -0.5 0.1 -0.1
C -1.8090 6.4419 0.3585 0.5 -0.2 0.0
C -1.2363 7.6477 0.7823 -0.2 -0.2 -0.1
C 0.1302 7.8085 0.7898 -0.1 -0.3 -0.1
C 0.9670 6.7824 0.3518 0.1 -0.1 -0.1
C 0.4208 5.5991 -0.0942 0.2 0.2 0.1
C -0.9606 5.3997 -0.0830 -0.4 0.0 0.0
C -1.4647 4.0630 -0.4219 0.8 0.0 -0.3
O -0.8174 3.2579 -1.1249 0.0 -0.4 0.1
N -2.6435 3.7421 0.1478 -1.6 -0.1 0.8
N -2.9786 2.4714 0.1149 2.0 -0.1 -0.8
C -4.1251 2.1303 0.6356 -1.3 -0.3 0.4
C -4.7270 0.8601 0.5516 0.9 0.5 -0.2
C -5.9609 0.6862 1.2070 -0.7 -0.4 0.2
C -6.6552 -0.4896 1.1335 0.0 0.8 0.4
C -6.1241 -1.5563 0.3873 0.5 -0.1 -0.3
C -4.9338 -1.4338 -0.2701 -0.2 -0.2 -0.1
C -4.1723 -0.2233 -0.2361 -0.2 0.0 0.0
O -3.0826 -0.1370 -0.8813 0.1 0.3 -0.2
H -3.3969 5.4166 0.1521 0.2 0.2 0.3
H -1.8987 8.4316 1.1118 -0.1 0.1 0.0
H 0.5563 8.7292 1.1524 0.0 0.2 0.0
H 2.0367 6.9163 0.3758 0.1 0.0 0.0
H 1.0491 4.7880 -0.4294 0.0 0.0 0.0
H -4.6948 2.9110 1.1414 0.1 0.0 -0.1
H -6.3553 1.5220 1.7674 -0.1 0.0 0.1
H -7.6013 -0.5945 1.6416 -0.1 0.0 0.0
H -6.6660 -2.4884 0.3411 0.0 -0.1 -0.1
H -4.5400 -2.2526 -0.8522 0.0 0.0 0.0
C 3.6381 -0.2999 2.5053 0.0 0.1 -0.3
C 4.0359 1.0684 1.9385 -0.2 -0.1 -0.2
C 5.5534 1.2366 2.0710 -0.1 0.0 -0.4
C 3.3656 2.1275 2.8220 -0.1 0.0 -0.3
Si 3.5132 1.1848 0.0562 -0.1 0.1 -0.1
Br 1.0401 1.4148 0.4012 2.0 0.2 0.4
C 4.0147 2.8470 -0.8610 -0.2 -0.2 0.2
C 5.4461 2.7137 -1.3964 -0.2 -0.3 0.1
C 4.0023 4.0432 0.1004 -0.1 -0.3 0.1
C 3.0770 3.1926 -2.0254 0.0 -0.3 0.2
C 3.7045 -0.4453 -1.0256 -0.2 0.2 0.1
C 2.7901 -1.5914 -0.5700 0.0 0.3 0.2
C 5.1573 -0.9352 -0.9564 -0.1 0.3 0.2
C 3.3686 -0.1778 -2.4992 0.0 0.2 0.2
H 3.8306 -0.3197 3.5766 0.1 0.0 0.1
H 4.2167 -1.0986 2.0507 0.0 -0.2 0.0
H 2.5787 -0.4887 2.3490 -0.1 -0.1 0.0
H 5.8435 1.1080 3.1117 0.0 0.0 0.2
H 5.8684 2.2286 1.7609 0.1 0.1 0.0
H 6.0919 0.5035 1.4780 0.2 -0.1 -0.1
H 3.6963 1.9838 3.8489 0.1 -0.1 0.1
H 2.2854 2.0316 2.8007 -0.2 0.0 0.1
H 3.6286 3.1361 2.5295 0.0 0.2 0.0
H 6.1335 2.4353 -0.6025 0.3 0.0 0.1
H 5.7698 3.6691 -1.8048 0.0 0.1 0.0
H 5.5130 1.9746 -2.1885 0.1 -0.1 -0.1
H 4.7760 3.9542 0.8578 0.0 0.0 0.1
H 3.0389 4.1519 0.5889 -0.2 0.1 0.1
H 4.2011 4.9528 -0.4643 0.0 0.1 -0.1
H 3.0912 2.4452 -2.8097 0.0 -0.1 -0.1
H 3.3996 4.1330 -2.4687 0.0 0.2 0.0
H 2.0501 3.3095 -1.6909 -0.2 0.0 0.0
H 3.1115 -2.0100 0.3773 0.0 -0.1 0.2
H 2.8344 -2.3866 -1.3143 0.0 -0.1 -0.1
H 1.7567 -1.2684 -0.4741 -0.2 0.0 0.0
H 5.4527 -1.1763 0.0604 0.1 -0.1 0.2
H 5.8458 -0.1906 -1.3440 0.2 0.1 -0.1
H 5.2666 -1.8366 -1.5567 0.0 -0.1 -0.1
H 2.3353 0.1416 -2.6168 -0.1 0.1 -0.1
H 3.5081 -1.0952 -3.0711 0.0 -0.1 0.0
H 4.0238 0.5708 -2.9322 0.0 0.1 -0.1
O -0.8861 -1.0618 0.3396 0.8 1.6 0.1
S -1.8032 -2.2283 0.1267 0.7 -1.8 0.0
C -1.1264 -3.0258 -1.4157 -0.4 0.2 0.5
C -2.1624 -3.9206 -2.0006 -0.2 -0.3 -0.2
C -2.1474 -5.2890 -1.7487 0.1 0.1 -0.1
C -3.1718 -6.0988 -2.2039 0.0 0.0 0.0
C -4.2113 -5.5540 -2.9401 0.0 0.0 0.0
C -4.2079 -4.2003 -3.2406 -0.1 0.0 0.0
C -3.1947 -3.3853 -2.7683 0.1 -0.1 0.0
C -1.1505 -3.4281 1.3825 -0.3 0.4 -0.3
C -2.0231 -4.6366 1.4744 -0.1 -0.3 0.0
C -1.4669 -5.9107 1.4356 0.0 0.1 0.1
C -2.2714 -7.0344 1.5097 0.0 0.0 0.0
C -3.6437 -6.8987 1.6256 0.0 0.0 -0.1
C -4.2053 -5.6332 1.6743 -0.1 0.0 0.0
C -3.4034 -4.5076 1.6012 0.1 0.0 0.1
H -0.2080 -3.5504 -1.1604 0.1 0.1 0.1
H -0.9033 -2.1756 -2.0616 0.0 0.1 0.1
H -1.3253 -5.7242 -1.2006 0.0 0.0 0.1
H -3.1579 -7.1543 -1.9785 0.0 -0.1 0.0
H -5.0178 -6.1829 -3.2853 0.0 -0.1 -0.1
H -5.0012 -3.7793 -3.8396 -0.1 0.0 -0.1
H -3.1940 -2.3305 -3.0073 0.0 0.1 0.0
H -1.1524 -2.8559 2.3127 0.0 0.1 -0.1
H -0.1194 -3.6756 1.1322 0.0 0.1 -0.1
H -0.3951 -6.0250 1.3604 0.1 0.0 -0.1
H -1.8230 -8.0142 1.4693 0.0 -0.1 0.0
H -4.2731 -7.7743 1.6777 -0.1 -0.1 0.0
H -5.2748 -5.5221 1.7698 -0.1 0.0 0.0
H -3.8497 -3.5229 1.6541 -0.1 0.0 0.0
```
Forces are in eV/Å.

Total energy: -5337.284485 hartree
Relative energy (zero: lowest compared OMol25 entry of this formula, charge and spin): 152.0 kJ/mol
Kohn-Sham gap (spin up / spin down): 7.6 / 5.3 eV
E_LUMO (spin up / spin down): -2.86 / -5.27 eV
HOMO level (spin up / spin down): -0.386 / -0.387 Ha
M: 866.821 g/mol
2S+1: 5
Charge: +1

Löwdin atomic charge list, values in e, 5 entries: atom 1 (Rh): 0.9761, atom 2 (O): 0.0756, atom 3 (C): -0.2575, atom 4 (C): 0.0034, atom 5 (C): -0.0556